Entry 1:
Computed, not measured: a structure of composition CH19LiO9, with ωB97M-V/def2-TZVPD.

The geometry in XYZ format:
```
30
CH19LiO9 | the Open Molecules 2025 dataset | ωB97M-V/def2-TZVPD
Li 0.44092 -1.82865 -0.45283
C 0.51601 0.38781 0.47561
O 0.33051 -0.00809 -0.90722
H -0.39109 0.27475 1.02210
H 0.90074 1.35561 0.53469
H 1.35216 -0.24889 0.85470
O -0.59212 -0.24495 -3.57583
H -1.14159 0.37896 -3.80061
H -0.49096 -0.04891 -2.67023
O -1.54648 1.95519 -1.48179
H -0.78520 1.53803 -1.09924
H -1.48391 2.78988 -1.54031
O 2.56450 0.58667 -2.26019
H 1.74612 0.73779 -1.93707
H 2.50240 0.05158 -3.02160
O 1.69920 -3.09583 0.64894
H 2.34124 -3.70626 0.28427
H 2.29955 -2.79473 1.38364
O -0.01184 3.15762 2.63163
H -0.10365 2.34562 1.91990
H -0.63297 2.94122 3.36853
O 2.17720 -1.63848 3.15561
H 2.36486 -1.25642 4.08814
H 1.35428 -1.51679 2.99002
O -1.83300 -1.92481 -0.11082
H -2.12814 -2.35222 -0.81691
H -2.26045 -0.95163 -0.07033
O -3.09341 0.63029 0.22163
H -2.76359 1.04254 -0.56250
H -3.33127 1.44312 0.72808
```

The molar mass is 182.1 g mol⁻¹. For the HOMO energy, the calculation gives -8.628 eV. As for the orbital gap: 8.5 eV. For the energy above the lowest of the compared OMol25 structures with the same formula, charge and spin, the calculation gives 21.1 kcal/mol. As for the energy: -19976.7760 eV. The total charge is 0.

Atomic partial charges in e from the Mulliken method, atoms 1 to 5: atom 1 (Li): 0.787, atom 2 (C): -1.201, atom 3 (O): -0.664, atom 4 (H): 0.418, atom 5 (H): 0.384

***

Entry 2:
Computed, not measured: a structure of composition CH19LiO9, with ωB97M-V/def2-TZVPD.

The geometry in XYZ format:
```
30
CH19LiO9 | the Open Molecules 2025 dataset | ωB97M-V/def2-TZVPD
Li -10.17316 -36.92568 3.38438
C -10.49003 -38.68086 1.49469
O -10.95027 -38.52577 2.79467
H -10.85040 -37.70554 1.22322
H -10.88631 -39.55253 0.92196
H -9.45356 -38.86648 1.48170
O -12.72530 -40.02935 4.29146
H -11.90212 -39.50049 4.03125
H -13.56034 -39.42035 4.31176
O -9.02266 -41.30667 -0.14186
H -8.58632 -41.74674 0.63868
H -9.98662 -41.24725 0.03782
O -10.23340 -41.55548 2.39299
H -10.78128 -40.71856 2.43872
H -10.45847 -41.78625 3.26922
O -11.75916 -42.60092 0.65904
H -12.59166 -41.96907 0.74539
H -11.18400 -42.31235 1.47184
O -13.40443 -38.30692 1.55333
H -12.60947 -38.29898 1.98184
H -13.69884 -37.35931 1.65570
O -8.63257 -36.03934 2.01178
H -7.81382 -36.48148 1.75504
H -8.74107 -35.76125 1.14024
O -12.92736 -38.54887 -1.20060
H -12.71903 -38.67361 -0.30715
H -12.58307 -39.36424 -1.41191
O -9.12620 -39.00820 -1.33855
H -8.82981 -38.56075 -0.51372
H -9.02379 -39.85736 -1.12578
```

The molar mass is 182.1 g mol⁻¹. For the HOMO energy, the calculation gives -9.464 eV. As for the orbital gap: 8.3 eV. For the energy above the lowest of the compared OMol25 structures with the same formula, charge and spin, the calculation gives 35.3 kcal/mol. As for the energy: -19976.1602 eV. The total charge is 0.

Atomic partial charges in e from the Mulliken method, atoms 1 to 5: atom 1 (Li): 0.840, atom 2 (C): -0.786, atom 3 (O): -1.062, atom 4 (H): 0.533, atom 5 (H): -0.136

***

Entry 3:
Computed, not measured: a cluster of 10 separate species, CH19O12 in total, with ωB97M-V/def2-TZVPD.

The geometry in XYZ format:
```
32
CH19O12 | the Open Molecules 2025 dataset | ωB97M-V/def2-TZVPD
C -0.13783 0.78685 0.16525
O -0.09961 -0.31722 -0.52154
O -0.71483 1.86752 -0.37782
O 0.50761 0.95939 1.23215
H -0.35111 2.49616 0.21883
O 2.83659 0.21588 -0.21730
H 2.43356 0.04844 -1.09427
H 2.05515 0.40936 0.42659
O -0.95391 -1.25392 2.31834
H -0.41185 -0.63608 1.90101
H -1.49052 -1.69844 1.59185
O 1.90552 -2.49442 0.47841
H 2.72737 -2.87453 0.27493
H 1.93427 -1.53231 0.49779
O 0.07530 -2.66163 -1.57981
H 0.87153 -2.75983 -1.10145
H -0.31536 -1.87714 -1.20224
O 1.09728 0.53859 -2.70543
H 1.13468 1.45623 -2.57266
H 0.57310 0.23592 -1.99750
O -2.45879 -0.25736 -1.69581
H -2.66918 -1.17161 -1.89873
H -1.70218 -0.23756 -1.12737
O -1.84105 2.72157 -2.69444
H -1.60845 2.24477 -1.91147
H -0.94675 2.84183 -3.02354
O 2.01141 -0.18833 3.15500
H 1.88797 0.19597 4.00851
H 1.38084 0.26546 2.54429
O -2.59125 1.03761 2.69438
H -2.06980 0.36158 2.32600
H -3.06972 1.27724 1.88805
```

The molar mass is 223.2 g mol⁻¹. For the HOMO energy, the calculation gives -7.369 eV. As for the orbital gap: 10.2 eV. For the energy above the lowest of the compared OMol25 structures with the same formula, charge and spin, the calculation gives 13.8 kcal/mol. As for the energy: -25918.6411 eV. The total charge is -1.

Atomic partial charges in e from the Mulliken method, atoms 1 to 5: atom 1 (C): 0.238, atom 2 (O): -0.160, atom 3 (O): -0.408, atom 4 (O): -1.011, atom 5 (H): 0.268

***

Entry 4:
Computed, not measured: a structure of composition CH19O12V, with ωB97M-V/def2-TZVPD.

The geometry in XYZ format:
```
33
CH19O12V | the Open Molecules 2025 dataset | ωB97M-V/def2-TZVPD
V 23.07791 -19.74654 -8.87038
C 21.79476 -20.90554 -10.99689
O 22.63570 -21.28633 -10.19607
O 21.52775 -21.75508 -11.98595
O 21.35255 -19.71508 -10.98946
H 22.11976 -22.52249 -11.84622
O 22.61150 -17.67490 -9.40244
H 23.23963 -17.05583 -9.07603
H 21.98174 -17.24558 -10.00902
O 23.50171 -21.38888 -7.51815
H 23.73021 -21.31693 -6.57928
H 22.74658 -21.98073 -7.55575
O 21.18329 -16.81799 -11.47696
H 21.06565 -17.72920 -11.60575
H 21.68136 -16.44324 -12.18312
O 19.14174 -19.52761 -12.33643
H 19.96736 -19.90169 -12.03383
H 18.50421 -20.16472 -12.02275
O 19.13372 -22.83287 -12.83789
H 18.49103 -23.05313 -12.16545
H 19.97739 -22.47080 -12.47893
O 19.17050 -19.35089 -9.21137
H 19.30394 -18.82562 -10.01756
H 18.22816 -19.59395 -9.19648
O 22.20998 -18.72051 -13.27841
H 21.88250 -19.21593 -14.04326
H 22.02075 -19.24665 -12.55500
O 19.29003 -22.14134 -9.57199
H 19.41581 -21.21567 -9.50972
H 20.00451 -22.44867 -10.02652
O 20.60009 -20.64146 -14.97010
H 20.17925 -21.05560 -15.69922
H 20.65492 -21.29528 -14.29619
```

The molar mass is 274.1 g mol⁻¹. For the HOMO energy (alpha / beta), the calculation gives -13.333 / -13.333 eV. The spin multiplicity is 4. As for the orbital gap (alpha / beta): 7.7 / 7.8 eV. For the energy above the lowest of the compared OMol25 structures with the same formula, charge and spin, the calculation gives 53.1 kcal/mol. As for the energy: -51597.1110 eV. As for the expectation value of S²: 3.754. The total charge is +1.

Atomic partial charges in e from the Mulliken method, atoms 1 to 5: atom 1 (V): 1.079, atom 2 (C): 0.773, atom 3 (O): -0.846, atom 4 (O): -0.354, atom 5 (O): -0.174

***

Entry 5:
Computed, not measured: a cluster of 10 separate species, CH21O13P in total, with ωB97M-V/def2-TZVPD.

The geometry in XYZ format:
```
36
CH21O13P | the Open Molecules 2025 dataset | ωB97M-V/def2-TZVPD
O 4.33313 0.05422 -1.48710
H 4.16214 -0.82272 -1.13590
H 3.65887 0.58623 -1.05822
H 4.26719 0.10256 -2.44362
O -1.04727 -1.35684 0.61111
H -1.33200 -1.57396 1.50183
H -0.75505 -0.44243 0.60292
H -0.36743 -1.95509 0.29250
C 3.37697 -5.20491 1.36575
O 2.72080 -4.47390 0.36565
H 4.46527 -5.17083 1.31543
H 2.91011 -4.97900 2.32447
H 3.16987 -6.27072 1.26958
P 0.18233 4.63342 -1.42439
O 0.69343 3.36535 -0.66505
O -0.41692 4.25058 -2.78213
O 1.37307 5.62481 -1.53577
O -0.86329 5.57771 -0.76009
O -0.21881 -0.15930 -4.55603
H -0.37465 0.68071 -4.12437
H 0.66080 -0.07991 -4.92512
O -4.82033 1.89938 -2.22668
H -4.01971 2.38825 -2.41710
H -5.09717 2.21757 -1.36741
O 1.47548 2.80109 4.30357
H 1.35065 2.75511 3.35567
H 2.33742 2.41189 4.45129
O -2.22784 -1.63088 4.85901
H -2.41531 -2.41075 5.38141
H -2.20844 -0.91532 5.49449
O -4.39907 3.46226 2.23145
H -3.97912 3.45650 3.09159
H -3.75725 3.87530 1.65379
O -1.16520 -4.52479 -3.99145
H -1.16108 -3.61150 -4.27804
H -0.51159 -4.56009 -3.29304
```

The molar mass is 272.1 g mol⁻¹. For the HOMO energy, the calculation gives 0.540 eV. As for the orbital gap: 2.3 eV. As for the energy: -37273.7430 eV. The total charge is -2.

Atomic partial charges in e from the Mulliken method, atoms 1 to 5: atom 1 (O): -1.386, atom 2 (H): 0.644, atom 3 (H): 0.462, atom 4 (H): 0.638, atom 5 (O): -1.050

***

Entry 6:
Computed, not measured: a cluster of 10 separate species, CH22O10 in total, with ωB97M-V/def2-TZVPD.

The geometry in XYZ format:
```
33
CH22O10 | the Open Molecules 2025 dataset | ωB97M-V/def2-TZVPD
O 1.80420 -1.81083 1.46561
H 2.01622 -2.02733 0.51925
H 0.96563 -1.37436 1.41566
H 2.49163 -1.11948 1.77381
C -0.97053 -0.87631 0.31213
O -0.24750 -0.09491 1.25342
H -0.41427 -1.86743 0.30971
H -0.97202 -0.47321 -0.73594
H -1.98986 -1.11189 0.73037
O 1.04059 0.45624 -2.45172
H 0.56904 -0.17126 -2.98843
H 1.48424 0.94802 -3.09806
O -1.01635 -0.52483 -3.90101
H -1.38752 -0.37697 -3.06598
H -1.73576 -0.28540 -4.43296
O -1.60903 1.68880 -1.90112
H -0.82822 1.11737 -1.78296
H -2.20155 1.47935 -1.20162
O 2.03799 -1.88908 -1.31878
H 1.78843 -1.04030 -1.64128
H 2.52717 -2.24439 -2.08350
O -1.14067 2.95689 1.10667
H -1.03445 2.00818 1.18975
H -0.52312 3.19703 0.45801
O 1.85647 1.11486 0.41220
H 2.28217 0.59137 -0.25889
H 1.02685 0.67538 0.59993
O -2.32570 1.08888 2.90615
H -1.62233 0.74328 2.42822
H -2.47789 2.00875 2.64576
O 0.33991 -1.29018 3.86935
H 0.12395 -0.96519 3.03102
H 0.14225 -0.53107 4.43523
```

The molar mass is 194.2 g mol⁻¹. For the HOMO energy, the calculation gives -9.267 eV. As for the orbital gap: 8.9 eV. For the energy above the lowest of the compared OMol25 structures with the same formula, charge and spin, the calculation gives 50.6 kcal/mol. As for the energy: -21866.9217 eV. The total charge is 0.

Atomic partial charges in e from the Mulliken method, atoms 1 to 5: atom 1 (O): -0.371, atom 2 (H): 0.544, atom 3 (H): 0.125, atom 4 (H): 0.491, atom 5 (C): -0.113

***

Entry 7:
Computed, not measured: a structure of composition CH25O14V, with ωB97M-V/def2-TZVPD.

The geometry in XYZ format:
```
41
CH25O14V | the Open Molecules 2025 dataset | ωB97M-V/def2-TZVPD
O -2.44270 -3.88902 -1.19029
V -1.73488 -2.74443 -0.28519
O -2.60734 -2.56027 0.99291
C -0.15543 0.32081 0.29755
O -0.37281 -1.05040 0.15302
H 0.45287 0.51694 1.19743
H 0.36848 0.76166 -0.56445
H -1.08010 0.88005 0.52368
O 2.11060 3.62219 -0.54527
H 2.81744 3.47477 -1.18553
H 1.30516 3.66719 -1.07187
O 2.55870 0.51132 3.63296
H 2.67107 -0.18013 2.95530
H 2.87124 0.11777 4.45369
O -4.00610 0.72752 1.10258
H -3.80229 1.64550 1.31550
H -3.14640 0.30030 1.00321
O -1.57434 1.25467 -2.60994
H -2.40934 1.63327 -2.91758
H -1.31542 1.80421 -1.85681
O 2.40140 -1.07513 -1.57702
H 1.80144 -0.43736 -1.16742
H 3.25477 -0.93186 -1.14787
O -2.73651 -1.18397 -1.47434
H -2.20668 -0.52487 -1.96401
H -3.65488 -0.89384 -1.53215
O 0.25134 -2.93676 -1.86099
H 0.80964 -2.24261 -1.44750
H 0.86898 -3.66164 -2.01231
O 2.35770 -1.67565 1.70316
H 1.66326 -1.90980 2.33237
H 1.86770 -1.33605 0.93818
O 1.83824 3.04544 2.43360
H 2.01128 2.10437 2.62076
H 1.64302 3.09140 1.48614
O 0.99315 0.83252 -4.05030
H 0.79074 0.02195 -4.52932
H 0.23865 0.96588 -3.45911
O -1.85243 -0.45785 3.24545
H -1.36193 -1.14302 3.71072
H -1.48726 -0.46510 2.35102
```

The molar mass is 312.1 g mol⁻¹. For the HOMO energy, the calculation gives -9.925 eV. As for the orbital gap: 8.6 eV. For the energy above the lowest of the compared OMol25 structures with the same formula, charge and spin, the calculation gives 9.3 kcal/mol. As for the energy: -55795.0430 eV. The total charge is 0.

Atomic partial charges in e from the Mulliken method, atoms 1 to 5: atom 1 (O): -0.537, atom 2 (V): 1.124, atom 3 (O): -0.499, atom 4 (C): -1.110, atom 5 (O): 0.091

***

Entry 8:
Computed, not measured: a structure of composition CH25O15Sn, with ωB97M-V/def2-TZVPD.

The geometry in XYZ format:
```
42
CH25O15Sn | the Open Molecules 2025 dataset | ωB97M-V/def2-TZVPD
Sn -2.55652 -3.45621 0.25719
C -0.21975 -0.72102 0.12632
O -1.07158 0.12054 0.46676
O 0.96014 -0.25660 -0.28959
O -0.54933 -1.84594 -0.14023
H 0.83119 0.71775 -0.39585
O 0.63898 -2.21190 -2.69804
H 0.39017 -1.91042 -1.83874
H 1.54306 -2.36291 -2.51856
O 2.56183 0.63184 -2.70122
H 2.02524 -0.14403 -2.53378
H 3.37392 0.30485 -3.11694
O -2.88094 -1.29198 1.71392
H -3.36089 -0.64093 2.16024
H -2.28855 -0.71658 1.16980
O 0.74590 2.52207 2.32317
H 0.56351 2.57905 1.40494
H 1.16347 3.36817 2.49878
O -3.29180 0.55580 -1.23875
H -3.42805 1.38956 -1.69751
H -2.49545 0.21122 -1.64484
O 2.17483 -2.70891 -0.25350
H 1.37806 -2.19351 -0.01010
H 2.45638 -3.04420 0.60129
O -0.37730 1.95726 -2.46311
H -0.71486 1.05268 -2.63270
H 0.28749 2.19186 -3.13237
O -0.46673 -0.22443 3.21647
H -1.08064 -0.95213 3.29078
H -0.91854 0.09400 2.49194
O 3.83147 0.45549 0.21971
H 2.93551 0.17952 -0.09774
H 4.42195 0.86028 -0.48343
O -2.43437 2.27638 1.31170
H -2.36089 3.08766 0.89035
H -2.22743 1.69378 0.56048
O -1.00255 -3.43386 2.11428
H -1.43312 -3.24438 2.93845
H -0.09102 -3.17323 2.24231
O 0.91386 2.89156 -0.33646
H 1.72048 2.99675 -0.85366
H 0.33285 2.39513 -0.92177
```

The molar mass is 395.9 g mol⁻¹. For the HOMO energy, the calculation gives -12.039 eV. As for the orbital gap: 5.2 eV. For the energy above the lowest of the compared OMol25 structures with the same formula, charge and spin, the calculation gives 25.6 kcal/mol. As for the energy: -37978.5712 eV. The total charge is +1.

Atomic partial charges in e from the Mulliken method, atoms 1 to 5: atom 1 (Sn): 1.490, atom 2 (C): 0.582, atom 3 (O): -0.547, atom 4 (O): 0.114, atom 5 (O): -0.611